No. 1
{
  "formula": "C33H33MnN3O2",
  "method": "ωB97M-V/def2-TZVPD",
  "symbols": ["Mn", "C", "C", "C", "C", "C", "C", "C", "C", "C", "C", "H", "H", "H", "H", "H", "H", "H", "H", "H", "H", "H", "H", "H", "H", "C", "O", "C", "C", "C", "C", "C", "C", "N", "N", "C", "C", "C", "C", "O", "C", "N", "C", "C", "C", "C", "H", "H", "H", "H", "H", "H", "H", "H", "H", "H", "H", "H", "C", "C", "C", "C", "C", "C", "C", "H", "H", "H", "H", "H", "H", "H"],
  "coordinates": [[0.95460, -1.51240, 0.37901], [3.56329, 1.59731, -1.50838], [3.83131, 0.61483, -0.37539], [5.14543, 0.94972, 0.33709], [2.70996, 0.54047, 0.63689], [1.73645, 1.52012, 0.78642], [0.78997, 1.46903, 1.81690], [0.75077, 0.39885, 2.68874], [-0.20260, 0.34599, 3.84874], [1.67623, -0.64763, 2.49187], [2.67647, -0.55333, 1.52137], [4.35209, 1.52316, -2.25736], [3.55231, 2.62878, -1.14877], [2.61140, 1.38878, -1.99832], [3.92556, -0.38536, -0.81247], [5.06203, 1.90591, 0.85854], [5.96089, 1.02525, -0.38375], [5.41218, 0.18727, 1.06989], [1.71854, 2.36273, 0.10833], [0.07704, 2.27740, 1.92470], [-0.80636, -0.56278, 3.83610], [-0.87287, 1.20433, 3.84886], [0.34655, 0.34468, 4.79237], [1.72795, -1.44429, 3.22631], [3.47311, -1.28943, 1.50639], [-4.73877, 4.91185, 1.23623], [-3.71868, 4.50892, 0.34358], [-4.01912, 3.52613, -0.54760], [-5.27745, 2.95644, -0.69607], [-5.46188, 1.96041, -1.64684], [-4.40872, 1.49971, -2.41946], [-3.15441, 2.10417, -2.28846], [-2.96703, 3.10898, -1.36784], [-4.74557, 0.51602, -3.40804], [-3.94326, -0.33227, -3.83196], [-2.71466, -0.62723, -3.17610], [-1.62706, -0.85390, -3.99314], [-0.33736, -1.06817, -3.49432], [-0.11282, -1.11224, -2.12327], [1.04606, -1.31349, -1.56793], [-1.26415, -0.96516, -1.26614], [-1.00732, -1.07063, 0.06988], [-2.00951, -1.04012, 0.91997], [-3.34544, -0.95674, 0.49941], [-3.61898, -0.83381, -0.83539], [-2.56179, -0.77359, -1.76987], [-4.28769, 5.64202, 1.90253], [-5.10975, 4.06589, 1.82139], [-5.57240, 5.37684, 0.70322], [-6.11699, 3.28363, -0.10085], [-6.43892, 1.51569, -1.78546], [-2.33116, 1.80318, -2.92182], [-2.00530, 3.59255, -1.26148], [-1.78937, -0.80448, -5.06296], [0.50066, -1.20283, -4.16463], [-1.76033, -1.10814, 1.96996], [-4.13871, -0.99970, 1.23190], [-4.64426, -0.81348, -1.18028], [0.74641, -3.45546, 0.78774], [2.19972, -3.58790, 0.87961], [2.86833, -3.76566, 2.10546], [4.24508, -3.74538, 2.17883], [5.01187, -3.54215, 1.03044], [4.37509, -3.37546, -0.18747], [2.98667, -3.40202, -0.26817], [0.20067, -3.76733, 1.68050], [0.31360, -3.90974, -0.10676], [2.28271, -3.92044, 3.00472], [4.73371, -3.89307, 3.13410], [6.09226, -3.53240, 1.09002], [4.95878, -3.22251, -1.08685], [2.49498, -3.26628, -1.22436]],
  "e_tot_ev": -74639.48120,
  "multiplicity": 2,
  "homo_ev": [-7.1, -7.0],
  "gap_ev": [7.02, 6.87],
  "s2": 1.1705
}

No. 2
{
  "formula": "C33H33N2O4S",
  "method": "ωB97M-V/def2-TZVPD",
  "symbols": ["C", "C", "C", "C", "C", "S", "N", "C", "C", "C", "C", "C", "C", "C", "O", "O", "C", "C", "H", "H", "H", "H", "H", "H", "H", "H", "H", "H", "H", "H", "H", "C", "C", "C", "C", "O", "C", "C", "N", "C", "C", "C", "C", "C", "C", "C", "C", "C", "C", "C", "C", "C", "O", "H", "H", "H", "H", "H", "H", "H", "H", "H", "H", "H", "H", "H", "H", "H", "H", "H", "H", "H", "H"],
  "coordinates": [[5.47026, -5.43120, 1.29289], [4.62548, -4.23851, 1.13860], [4.02764, -3.65371, 2.26814], [3.24345, -2.49127, 2.19712], [3.00758, -1.89150, 0.92430], [1.83552, -0.51000, 0.84878], [1.22684, -0.73922, -0.59834], [-0.20560, -0.88968, -0.73745], [-0.72638, -2.15900, -0.12390], [-2.09650, -2.33367, 0.09746], [-2.65025, -3.46263, 0.73040], [-1.86144, -4.54743, 1.10155], [-0.51030, -4.44921, 0.81544], [0.04176, -3.31892, 0.18143], [0.96446, -0.85922, 1.94815], [2.60270, 0.70792, 0.98044], [3.59689, -2.45534, -0.22170], [4.38409, -3.61948, -0.09246], [5.75726, -5.84312, 0.35466], [6.37716, -5.20579, 1.83365], [4.97581, -6.19827, 1.85490], [4.18352, -4.09699, 3.25682], [2.78094, -2.02875, 3.08940], [-0.61966, -0.81750, -1.76378], [-2.74217, -1.47618, -0.19940], [-3.72926, -3.43180, 0.92533], [-2.30747, -5.40174, 1.58328], [0.13171, -5.27111, 1.10507], [1.11812, -3.29896, -0.01795], [3.42262, -1.96393, -1.18802], [4.82997, -4.03653, -0.99566], [0.59115, 4.04809, -3.21333], [1.71543, 3.07030, -2.88457], [2.10125, 2.32649, -4.14944], [2.94718, 3.83692, -2.40202], [1.26084, 2.19091, -1.80333], [0.32040, 1.26277, -2.02270], [-0.42833, 0.77837, -0.73593], [-1.71539, 1.38100, -0.86578], [-2.49107, 1.64073, 0.15376], [-3.82074, 2.28726, -0.02208], [-4.78403, 2.41683, 1.00518], [-5.91719, 3.19852, 0.80115], [-6.13245, 3.84704, -0.41437], [-5.22899, 3.66194, -1.47712], [-4.09300, 2.85081, -1.27785], [-2.08208, 1.23726, 1.53578], [-2.71142, 0.14966, 2.15154], [-2.08773, -0.45504, 3.23483], [-0.91013, 0.06921, 3.72449], [-0.38627, 1.26106, 3.23853], [-0.97779, 1.88607, 2.15176], [-0.04682, 0.88578, -3.13578], [0.28342, 4.60167, -2.30764], [0.89500, 4.79197, -3.96898], [-0.26896, 3.49141, -3.62523], [2.90436, 1.59757, -3.96156], [1.22405, 1.81493, -4.55696], [2.45401, 3.03691, -4.92410], [3.77059, 3.15327, -2.13526], [3.33911, 4.52653, -3.15757], [2.71331, 4.44614, -1.50784], [0.15682, 1.13692, 0.16316], [-4.64148, 1.89483, 1.93784], [-6.65290, 3.29693, 1.58275], [-7.01996, 4.46437, -0.55957], [-5.38256, 4.11402, -2.47307], [-3.37522, 2.65168, -2.09675], [-3.67590, -0.21043, 1.75935], [-2.52558, -1.34471, 3.69332], [-0.38906, -0.43207, 4.52664], [0.50115, 1.72036, 3.68427], [-0.58776, 2.82841, 1.74531]],
  "charge": -1,
  "e_tot_ev": -56761.04019,
  "multiplicity": 1,
  "homo_ev": -4.5,
  "gap_ev": 7.10
}

No. 3
{
  "formula": "C33H33N8O5PdS",
  "method": "ωB97M-V/def2-TZVPD",
  "symbols": ["Pd", "O", "C", "C", "C", "C", "N", "C", "C", "C", "C", "C", "C", "O", "C", "C", "N", "H", "H", "H", "H", "H", "H", "H", "H", "H", "H", "H", "H", "N", "C", "C", "C", "C", "C", "C", "S", "O", "O", "N", "C", "N", "C", "C", "C", "N", "H", "H", "H", "H", "H", "H", "H", "H", "H", "C", "N", "N", "C", "O", "C", "C", "C", "C", "C", "C", "C", "C", "C", "H", "H", "H", "H", "H", "H", "H", "H", "H", "H", "H", "H"],
  "coordinates": [[0.37202, -0.50615, 0.40644], [-6.35272, -2.44831, 0.24714], [-5.33832, -3.42675, 0.16332], [-3.99958, -2.74679, 0.09664], [-2.83721, -3.50203, 0.02626], [-1.61838, -2.85608, -0.00168], [-1.52265, -1.52695, 0.02037], [-2.63321, -0.78549, 0.07968], [-3.89039, -1.36401, 0.12090], [-2.43903, 0.69443, 0.16471], [-3.49979, 1.58088, 0.05909], [-3.27998, 2.93917, 0.23354], [-4.42095, 3.92579, 0.17586], [-5.53375, 3.46171, -0.55327], [-1.98763, 3.36338, 0.50959], [-0.97824, 2.42461, 0.57852], [-1.18880, 1.12178, 0.39018], [-7.20923, -2.88477, 0.29486], [-5.45427, -4.05084, -0.72972], [-5.34931, -4.08959, 1.03531], [-2.86945, -4.58359, 0.02000], [-0.68198, -3.39769, -0.02008], [-4.78428, -0.76728, 0.20441], [-4.49956, 1.23130, -0.15240], [-4.05646, 4.88615, -0.20130], [-4.77898, 4.09724, 1.19300], [-5.30846, 3.43050, -1.48919], [-1.76066, 4.41007, 0.66566], [0.04347, 2.71778, 0.78511], [6.54232, -0.33914, 4.85914], [5.33388, -0.72709, 4.32556], [5.13230, -2.05402, 3.92646], [3.93478, -2.44114, 3.36604], [2.92499, -1.50120, 3.17714], [3.11216, -0.17766, 3.55815], [4.30710, 0.20516, 4.13483], [1.38372, -2.04250, 2.57744], [1.01065, -3.23354, 3.27391], [0.45115, -0.89136, 2.67712], [1.40649, -2.31487, 0.99951], [2.35066, -2.30895, 0.00310], [1.85520, -1.74017, -1.12049], [2.64029, -1.73612, -2.18855], [3.91254, -2.27841, -2.15893], [4.33029, -2.79946, -0.94405], [3.55892, -2.83531, 0.13802], [7.14882, -1.05723, 5.21636], [6.57469, 0.52710, 5.36835], [5.91907, -2.78307, 4.07750], [3.77179, -3.47166, 3.08279], [2.31216, 0.53608, 3.42363], [4.45353, 1.23160, 4.44920], [2.23742, -1.27628, -3.08432], [4.54994, -2.28330, -3.02947], [5.32387, -3.21869, -0.83388], [5.28134, 3.48226, -1.81976], [4.13099, 2.58665, -1.72704], [4.05079, 1.68517, -0.67371], [2.72606, 1.40092, -0.42254], [2.37595, 0.56033, 0.42933], [1.97475, 2.20127, -1.33757], [2.86632, 2.91997, -2.07960], [2.61962, 3.97579, -3.09915], [5.15957, 0.83768, -0.38797], [6.04027, 0.48803, -1.40468], [7.12877, -0.31871, -1.11353], [7.31046, -0.80766, 0.17417], [6.40202, -0.47985, 1.17044], [5.32910, 0.35744, 0.89987], [6.01175, 3.19199, -1.07094], [4.97861, 4.51186, -1.63220], [5.74447, 3.40897, -2.80170], [0.90509, 2.18852, -1.43768], [1.57102, 3.97310, -3.38545], [3.22699, 3.81448, -3.98959], [2.85967, 4.96465, -2.70398], [5.87812, 0.84638, -2.41303], [7.82654, -0.57690, -1.89919], [8.15974, -1.43852, 0.39905], [6.53282, -0.85445, 2.17656], [4.62424, 0.62424, 1.67548]],
  "charge": 1,
  "e_tot_ev": -71224.17760,
  "multiplicity": 3,
  "homo_ev": [-10.3, -10.2],
  "e_above_lowest_kcal_mol": 17.9,
  "gap_ev": [7.64, 7.18],
  "s2": 2.0058
}